[1]
# H14O7

A cluster of 7 separate species, H14O7 in total (ωB97M-V/def2-TZVPD, the OMol25 dataset).

```
21
Properties=species:S:1:pos:R:3:lowdin_charge:R:1
O -0.33 0.87 -1.99 -0.124
H 0.09 0.71 -3.05 0.226
H -0.21 1.81 -1.91 0.038
O -2.39 -0.57 2.21 -0.084
H -1.60 -0.38 1.65 0.000
H -2.76 -1.26 1.64 0.019
O -2.38 -0.99 -1.82 -0.125
H -2.26 -1.61 -0.94 0.113
H -1.58 -0.44 -1.76 -0.046
O 2.56 -0.78 -1.52 -0.067
H 2.36 0.08 -1.20 -0.007
H 2.44 -0.88 -0.54 -0.010
O -0.10 2.99 1.50 -0.088
H -0.71 3.15 0.81 -0.010
H 0.16 2.00 1.42 0.042
O 2.18 -1.57 1.03 0.024
H 1.76 -2.31 1.47 0.093
H 2.71 -1.24 1.68 0.020
O -0.13 0.32 0.71 0.003
H 0.59 -0.33 0.71 0.046
H -0.39 0.41 -0.12 -0.064
```

relative energy (zero: lowest compared OMol25 entry of this formula, charge and spin): 86.71 kcal/mol
SMILES: O.O.O.O.O.O.O

---

[2]
# C29H45BClFGaO23

A structure of composition C29H45BClFGaO23 (ωB97M-V/def2-TZVPD, the OMol25 dataset).

```
101
Properties=species:S:1:pos:R:3:lowdin_charge:R:1
C -2.82 2.41 0.30 -0.110
O -2.18 3.56 1.02 -0.169
B -0.70 3.35 0.83 -0.427
O 0.19 2.80 1.91 -0.048
Ga 0.02 3.87 -1.09 0.402
C 1.09 2.24 -1.80 -0.246
C 0.19 1.40 -2.87 -0.249
C 0.71 -0.12 -3.20 -0.175
C 2.15 -0.53 -2.55 -0.196
O 3.31 0.25 -2.99 -0.122
C 3.27 0.57 -4.43 -0.123
O 3.79 1.78 -4.78 -0.084
C 1.15 5.60 -0.89 -0.179
C 2.57 5.39 -0.09 -0.241
O 2.78 4.47 0.87 -0.052
F 3.68 6.33 -0.45 -0.095
C -1.54 4.19 -2.40 -0.279
C -1.11 4.80 -3.86 -0.711
C -1.90 3.96 -5.03 -0.182
Cl 0.70 4.70 -4.25 0.526
H -3.51 1.80 1.05 0.100
H -3.47 2.78 -0.61 0.100
H -1.94 1.71 -0.07 0.088
H 0.34 1.81 1.77 0.082
H 2.01 2.70 -2.41 0.063
H 1.50 1.61 -0.89 0.049
H -0.90 1.31 -2.40 0.092
H 0.02 1.95 -3.91 0.076
H 0.63 -0.32 -4.38 0.082
H -0.09 -0.85 -2.73 0.118
H 2.01 -0.49 -1.36 0.095
H 2.32 -1.69 -2.79 0.131
H 2.76 -0.14 -5.21 0.144
H 0.49 6.37 -0.26 0.082
H 1.40 6.14 -1.90 0.043
H -2.16 3.19 -2.52 0.050
H -2.26 4.98 -1.88 0.079
H -1.42 5.94 -3.95 0.101
H -1.92 4.65 -5.99 0.073
H -2.98 3.70 -4.62 0.081
H -1.27 3.01 -5.32 0.063
C 4.82 0.26 0.95 -0.120
C 4.50 -0.63 2.11 -0.145
O 3.08 -0.64 2.14 0.055
C 2.66 -0.32 0.88 -0.499
O 1.50 -0.40 0.50 0.111
O 3.70 0.09 0.10 0.066
H 5.74 -0.03 0.45 0.141
H 4.88 1.31 1.24 0.146
H 4.85 -1.66 1.96 0.131
H 4.90 -0.25 3.05 0.135
C -0.27 -3.47 1.40 -0.146
C -1.45 -3.34 2.31 -0.160
O -2.15 -2.24 1.76 0.059
C -1.80 -2.15 0.45 -0.517
O -2.34 -1.42 -0.37 0.119
O -0.75 -2.98 0.16 0.061
H 0.06 -4.51 1.30 0.134
H 0.58 -2.86 1.71 0.124
H -2.10 -4.22 2.29 0.135
H -1.15 -3.14 3.34 0.118
C 3.00 -4.33 4.56 -0.131
C 2.68 -5.22 5.72 -0.133
O 1.27 -5.23 5.75 0.071
C 0.84 -4.91 4.49 -0.489
O -0.31 -4.99 4.11 0.116
O 1.88 -4.50 3.71 0.063
H 3.92 -4.62 4.06 0.141
H 3.07 -3.28 4.85 0.112
H 3.03 -6.25 5.57 0.136
H 3.09 -4.84 6.66 0.121
C -7.09 -0.26 -0.53 -0.145
C -6.23 -0.06 0.67 -0.135
O -5.64 1.21 0.45 0.032
C -6.48 1.89 -0.40 -0.511
O -6.37 3.07 -0.67 0.137
O -7.45 1.06 -0.90 0.057
H -7.98 -0.85 -0.30 0.132
H -6.55 -0.72 -1.36 0.136
H -6.80 -0.02 1.60 0.134
H -5.45 -0.83 0.76 0.137
C 1.94 0.15 7.59 -0.131
C 1.22 -0.63 6.54 -0.123
O 2.15 -1.64 6.19 0.041
C 2.99 -1.79 7.26 -0.502
O 3.81 -2.69 7.37 0.123
O 2.79 -0.81 8.19 0.070
H 1.25 0.57 8.34 0.140
H 2.55 0.95 7.17 0.141
H 0.31 -1.11 6.92 0.140
H 0.97 -0.02 5.67 0.147
C -1.86 -2.99 -5.42 -0.136
C -1.76 -3.18 -6.90 -0.146
O -0.72 -2.29 -7.27 0.067
C 0.04 -2.09 -6.16 -0.505
O 1.12 -1.51 -6.16 0.111
O -0.55 -2.62 -5.05 0.058
H -2.16 -3.91 -4.91 0.137
H -2.55 -2.19 -5.15 0.142
H -1.46 -4.20 -7.17 0.133
H -2.69 -2.93 -7.42 0.136
```

relative energy (zero: lowest compared OMol25 entry of this formula, charge and spin): 104.33 kcal/mol
net charge: -1

---

[3]
# C78H111F24N12O24PS8

A cluster of 15 separate species, C78H111F24N12O24PS8 in total (ωB97M-V/def2-TZVPD, the OMol25 dataset).

```
258
Properties=species:S:1:pos:R:3:lowdin_charge:R:1
C -0.68 10.28 3.19 -0.023
C -0.98 9.24 1.97 -0.098
N -1.86 8.14 2.47 -0.020
C -3.25 8.03 2.30 0.016
C -3.64 7.06 3.13 -0.025
N -2.53 6.60 3.81 -0.040
C -1.48 7.28 3.40 -0.011
C -2.73 5.41 4.71 0.037
H -0.08 11.07 2.79 0.060
H -0.28 9.78 4.09 0.074
H -1.65 10.83 3.39 0.086
H -0.13 8.82 1.49 0.081
H -1.46 9.75 1.19 0.103
H -3.86 8.53 1.60 0.129
H -4.59 6.56 3.22 0.141
H -0.48 7.23 3.67 0.137
H -2.02 5.49 5.54 0.107
H -2.87 4.47 4.20 0.042
H -3.67 5.65 5.21 0.095
C -0.10 -4.85 -3.11 -0.045
C -0.31 -3.76 -2.06 -0.138
N 0.93 -3.34 -1.41 -0.040
C 1.00 -3.09 -0.04 0.021
C 2.29 -2.64 0.20 0.001
N 2.93 -2.59 -1.01 -0.086
C 2.12 -3.11 -1.97 0.007
C 4.27 -2.09 -1.00 0.015
H 0.73 -4.65 -3.73 0.023
H -1.00 -4.92 -3.69 0.051
H 0.18 -5.74 -2.59 0.088
H -0.92 -4.23 -1.18 0.162
H -0.90 -2.92 -2.39 0.112
H 0.21 -3.14 0.66 0.088
H 2.85 -2.29 1.09 0.143
H 2.31 -3.18 -3.05 0.117
H 4.86 -2.87 -0.50 0.123
H 4.30 -1.22 -0.39 0.042
H 4.51 -1.78 -2.02 0.096
C -1.40 -7.70 -5.11 -0.049
C -1.41 -7.93 -6.65 -0.131
N -1.63 -6.64 -7.33 -0.028
C -2.66 -5.71 -6.97 0.022
C -2.70 -4.79 -7.94 -0.019
N -1.67 -5.04 -8.82 -0.080
C -1.03 -6.16 -8.46 -0.004
C -1.44 -4.13 -9.96 0.037
H -1.60 -8.61 -4.56 0.075
H -2.20 -7.00 -4.68 0.097
H -0.43 -7.31 -4.83 0.048
H -2.23 -8.53 -6.98 0.115
H -0.52 -8.47 -6.97 0.128
H -3.20 -5.76 -6.10 0.078
H -3.37 -3.97 -8.08 0.124
H -0.16 -6.59 -9.02 0.181
H -0.92 -4.58 -10.79 0.102
H -0.79 -3.33 -9.63 0.077
H -2.41 -3.82 -10.31 0.102
C -2.15 -1.97 9.86 -0.078
C -2.49 -0.95 8.74 -0.278
C -3.30 -1.58 7.69 -0.282
C -3.72 -0.48 6.67 -0.203
P -5.38 -0.96 5.98 1.000
C -6.53 -0.67 7.28 -0.296
C -7.98 -1.19 7.04 -0.226
C -8.89 -0.77 8.29 -0.259
C -8.46 -1.34 9.64 -0.119
C -5.82 0.18 4.71 -0.253
C -5.82 1.77 5.10 -0.162
C -7.19 2.33 4.61 -0.246
C -7.40 2.08 3.10 -0.092
C -5.48 -2.67 5.33 -0.256
C -5.30 -3.79 6.28 -0.263
C -5.36 -5.14 5.51 -0.235
C -5.58 -6.43 6.33 -0.094
H -1.67 -2.85 9.46 0.068
H -3.08 -2.21 10.34 0.067
H -1.48 -1.58 10.63 0.074
H -1.61 -0.49 8.28 0.116
H -3.00 -0.10 9.15 0.099
H -4.21 -1.99 8.04 0.064
H -2.70 -2.40 7.19 0.136
H -3.09 -0.33 5.77 0.086
H -3.82 0.43 7.30 0.103
H -6.63 0.41 7.54 0.113
H -6.21 -1.20 8.19 0.092
H -7.99 -2.25 6.89 0.083
H -8.44 -0.82 6.06 0.124
H -9.95 -1.12 8.14 0.115
H -8.95 0.37 8.32 0.124
H -8.26 -2.42 9.58 0.094
H -9.31 -1.09 10.28 0.075
H -7.69 -0.70 10.00 0.053
H -6.76 -0.23 4.27 0.097
H -5.08 0.11 3.94 0.081
H -5.07 2.18 4.47 0.058
H -5.70 1.97 6.15 0.085
H -7.22 3.43 4.65 0.111
H -8.03 1.89 5.16 0.098
H -7.42 1.02 2.84 0.073
H -6.60 2.61 2.65 0.044
H -8.31 2.58 2.85 0.068
H -4.84 -2.59 4.44 0.087
H -6.44 -2.86 4.89 0.104
H -6.10 -3.76 7.03 0.113
H -4.35 -3.84 6.81 0.095
H -4.43 -5.21 4.88 0.123
H -6.25 -5.01 4.89 0.103
H -6.37 -6.28 7.08 0.078
H -4.72 -6.80 6.81 0.050
H -5.92 -7.24 5.67 0.079
C 5.06 4.97 -9.21 0.036
N 5.37 3.59 -8.82 -0.081
C 4.83 2.56 -9.53 0.036
C 5.21 1.23 -9.28 0.063
C 6.18 1.00 -8.28 -0.104
C 6.65 2.10 -7.56 0.033
C 6.22 3.39 -7.82 0.022
C 6.49 -0.43 -7.94 -0.146
C 5.60 -1.44 -8.17 0.052
C 5.98 -2.73 -7.82 0.024
N 7.19 -3.00 -7.34 -0.059
C 8.09 -2.01 -7.02 0.036
C 7.77 -0.72 -7.42 0.046
C 7.64 -4.37 -7.04 0.037
H 4.34 5.45 -8.52 0.129
H 4.79 4.94 -10.24 0.094
H 6.01 5.49 -9.22 0.100
H 4.15 2.74 -10.31 0.134
H 4.79 0.38 -9.80 0.102
H 7.30 1.96 -6.73 0.115
H 6.55 4.30 -7.32 0.158
H 4.57 -1.18 -8.44 0.122
H 5.33 -3.55 -8.14 0.153
H 8.90 -2.40 -6.48 0.127
H 8.54 0.11 -7.33 0.154
H 6.84 -5.01 -7.27 0.071
H 8.09 -4.47 -6.07 0.114
H 8.31 -4.65 -7.84 0.108
C 1.77 2.43 1.44 0.069
N 1.19 1.61 0.26 -0.027
C -0.12 1.49 0.08 -0.022
C -0.65 1.02 -1.09 0.039
C 0.23 0.61 -2.10 -0.096
C 1.60 0.47 -1.79 0.005
C 2.14 1.06 -0.65 0.065
C -0.30 0.29 -3.47 -0.099
C -1.51 0.94 -3.96 0.080
C -1.93 0.59 -5.23 0.000
N -1.21 -0.30 -6.00 -0.087
C -0.14 -0.89 -5.56 0.018
C 0.33 -0.60 -4.26 0.047
C -1.67 -0.60 -7.36 0.021
H 1.91 3.48 1.06 0.110
H 2.73 1.97 1.70 0.085
H 1.09 2.48 2.26 0.078
H -0.72 1.93 0.86 0.092
H -1.75 0.90 -1.21 0.149
H 2.18 0.07 -2.59 0.067
H 3.18 1.30 -0.47 0.133
H -1.92 1.81 -3.54 0.116
H -2.93 0.75 -5.63 0.156
H 0.42 -1.63 -6.10 0.129
H 1.15 -1.22 -3.93 0.117
H -1.45 0.26 -8.04 0.114
H -2.75 -0.80 -7.26 0.102
H -1.14 -1.46 -7.74 0.080
C 2.34 -2.15 4.68 0.049
N 2.62 -0.86 5.39 -0.055
C 1.73 0.14 5.26 0.021
C 2.07 1.41 5.74 0.068
C 3.39 1.62 6.25 -0.109
C 4.18 0.52 6.45 0.012
C 3.80 -0.69 5.94 -0.031
C 3.86 2.98 6.70 -0.042
C 3.33 4.15 6.05 0.074
C 3.85 5.38 6.39 0.029
N 4.78 5.51 7.35 -0.085
C 5.35 4.46 7.93 -0.017
C 4.94 3.23 7.61 0.050
C 5.23 6.82 7.71 0.027
H 3.26 -2.57 4.24 0.094
H 1.66 -2.01 3.86 0.076
H 1.82 -2.86 5.33 0.112
H 0.74 -0.14 4.96 0.106
H 1.30 2.10 5.61 0.110
H 5.17 0.67 6.87 0.124
H 4.51 -1.52 5.90 0.164
H 2.62 4.09 5.25 0.115
H 3.44 6.28 5.86 0.142
H 6.05 4.64 8.67 0.138
H 5.40 2.34 8.00 0.119
H 5.48 6.85 8.78 0.118
H 4.46 7.52 7.40 0.111
H 6.16 7.13 7.24 0.117
C -5.41 -2.83 -3.83 -0.705
F -6.34 -2.05 -4.32 0.156
F -5.04 -2.24 -2.67 0.115
F -5.92 -4.03 -3.56 0.139
S -4.05 -3.11 -4.99 0.497
O -3.29 -1.86 -5.09 -0.325
O -3.23 -4.16 -4.42 -0.332
O -4.80 -3.51 -6.18 -0.311
C -1.43 -3.60 3.55 -0.649
F -1.61 -3.77 4.88 0.092
F -0.14 -3.92 3.26 0.085
F -2.18 -4.42 2.85 0.161
S -1.69 -1.78 3.23 0.447
O -1.16 -1.62 1.90 -0.308
O -3.09 -1.57 3.42 -0.301
O -0.84 -1.19 4.25 -0.341
C 2.16 -5.68 -6.29 -0.558
F 2.41 -6.13 -7.62 0.043
F 0.87 -5.26 -6.32 0.106
F 2.21 -6.69 -5.38 0.109
S 3.44 -4.50 -5.81 0.468
O 2.95 -4.23 -4.48 -0.341
O 4.77 -5.14 -5.76 -0.309
O 3.41 -3.37 -6.68 -0.301
C 1.39 1.18 -8.62 -0.536
F 1.02 1.97 -9.70 0.067
F 2.57 1.67 -8.18 0.087
F 0.57 1.47 -7.57 0.095
S 1.58 -0.64 -9.19 0.469
O 0.47 -1.02 -10.01 -0.302
O 2.87 -0.55 -9.92 -0.353
O 1.68 -1.35 -7.96 -0.310
C 4.76 0.38 -5.05 -0.541
F 4.21 0.54 -6.33 0.075
F 4.72 -0.94 -4.79 0.115
F 6.11 0.58 -5.22 0.062
S 4.13 1.48 -3.77 0.426
O 4.95 2.60 -4.00 -0.265
O 2.70 1.66 -4.00 -0.308
O 4.35 0.71 -2.59 -0.297
C -3.49 3.42 0.14 -0.559
F -2.39 3.24 -0.65 0.086
F -3.98 4.71 0.08 0.088
F -4.47 2.61 -0.40 0.091
S -3.00 3.02 1.85 0.465
O -1.81 3.85 2.05 -0.326
O -4.08 3.32 2.76 -0.325
O -2.68 1.61 1.70 -0.311
C 2.72 7.47 1.43 -0.590
F 3.67 8.50 1.32 0.064
F 1.54 7.96 1.02 0.109
F 3.09 6.53 0.54 0.118
S 2.85 6.76 3.12 0.401
O 2.17 5.49 2.99 -0.334
O 4.25 6.64 3.39 -0.295
O 2.20 7.70 4.01 -0.348
C 6.78 0.54 3.31 -0.630
F 6.91 0.50 4.65 0.110
F 6.54 1.80 2.91 0.109
F 7.83 0.02 2.71 0.165
S 5.14 -0.31 2.82 0.469
O 4.16 0.37 3.64 -0.321
O 4.95 -0.11 1.42 -0.311
O 5.32 -1.70 3.19 -0.330
```

relative energy (zero: lowest compared OMol25 entry of this formula, charge and spin): 27.38 kcal/mol
net charge: +2

---

[4]
# C31H44F3MnN4O9P2

A structure of composition C31H44F3MnN4O9P2 (ωB97M-V/def2-TZVPD, the OMol25 dataset).

```
94
Properties=species:S:1:pos:R:3:lowdin_charge:R:1
Mn -0.40 0.64 -0.28 0.835
O 5.47 1.21 3.86 -0.036
C 4.40 1.82 3.85 -0.727
O 4.05 2.74 4.61 -0.053
C 3.35 1.59 2.80 -0.080
C 3.42 0.39 2.04 0.008
C 2.44 0.13 1.10 -0.134
N 1.36 0.90 0.93 0.020
C 1.27 2.05 1.68 -0.135
C 2.24 2.43 2.62 0.082
C 0.13 2.98 1.33 -0.568
O 0.07 4.15 1.66 0.041
O -0.79 2.47 0.57 -0.175
H 4.29 -0.25 2.18 0.115
H 2.45 -0.82 0.54 0.106
H 2.11 3.32 3.23 0.126
C -4.12 -1.11 2.04 -0.070
C -3.16 -0.23 2.85 -0.353
C -3.21 1.28 2.41 -0.048
C -1.75 -0.73 3.12 -0.139
C -1.40 -0.64 4.45 -0.065
C -0.26 -1.21 5.02 -0.070
C 0.49 -2.05 4.20 -0.053
C 0.28 -2.08 2.82 -0.129
C 1.21 -2.97 1.99 -0.353
C 0.87 -4.50 2.14 -0.054
C 2.66 -2.86 2.49 -0.105
C -0.82 -1.37 2.24 -0.187
N -0.94 -1.34 0.82 -0.003
C -1.45 -2.48 0.19 -0.258
C -2.30 -3.42 0.84 -0.061
C -2.82 -4.53 0.18 -0.122
C -2.43 -4.83 -1.11 -0.137
C -1.55 -3.97 -1.77 -0.051
C -1.11 -2.84 -1.14 -0.236
F -0.27 -2.07 -1.89 0.000
H -5.09 -0.59 1.95 0.074
H -4.31 -2.08 2.55 0.081
H -3.73 -1.30 1.03 0.057
H -3.62 -0.21 3.86 0.109
H -3.22 1.34 1.31 0.054
H -2.35 1.85 2.78 0.074
H -4.15 1.70 2.79 0.070
H -2.07 -0.11 5.09 0.093
H 0.00 -1.09 6.06 0.096
H 1.27 -2.65 4.61 0.097
H 1.21 -2.69 0.95 0.102
H 0.87 -4.83 3.19 0.078
H 1.67 -5.04 1.60 0.075
H -0.09 -4.76 1.69 0.058
H 2.78 -3.49 3.40 0.074
H 2.93 -1.83 2.82 0.060
H 3.40 -3.22 1.74 0.089
H -2.61 -3.29 1.89 0.104
H -3.54 -5.13 0.70 0.090
H -2.81 -5.73 -1.63 0.092
H -1.21 -4.16 -2.79 0.109
F -2.15 0.01 -2.64 -0.075
C -2.21 0.38 -1.35 -0.475
F -3.23 1.33 -1.26 -0.106
H -2.62 -0.50 -0.82 0.052
C 2.55 0.31 -4.92 -0.109
O 1.56 0.36 -3.85 -0.362
P 1.93 0.54 -2.28 0.834
O 2.63 1.96 -2.01 -0.332
C 3.87 2.39 -2.52 -0.126
O 3.24 -0.46 -2.18 -0.370
C 3.08 -1.85 -2.37 -0.139
H 3.60 0.33 -4.55 0.081
H 2.37 1.17 -5.57 0.081
H 2.39 -0.61 -5.48 0.075
H 3.73 2.95 -3.48 0.098
H 4.57 1.54 -2.62 0.078
H 4.32 3.07 -1.76 0.097
H 3.99 -2.39 -2.03 0.096
H 2.91 -2.09 -3.44 0.078
H 2.22 -2.20 -1.78 0.069
N -1.77 1.88 -5.16 0.152
C -2.14 3.20 -4.55 -0.211
P -1.00 3.46 -3.21 0.346
O 0.11 4.35 -3.68 -0.344
O -0.75 2.08 -2.60 -0.373
C -2.07 4.40 -2.09 -0.215
N -1.32 4.67 -0.84 0.130
H -1.68 1.91 -6.18 0.164
H -2.42 1.12 -4.85 0.175
H -0.87 1.60 -4.78 0.124
H -3.18 3.15 -4.19 0.116
H -2.08 4.02 -5.28 0.108
H -2.96 3.85 -1.73 0.107
H -2.42 5.34 -2.57 0.110
H -1.72 5.43 -0.27 0.161
H -0.37 5.03 -1.03 0.153
H -1.19 3.78 -0.26 0.082
```

2S+1: 6
relative energy (zero: lowest compared OMol25 entry of this formula, charge and spin): 0.00 kcal/mol
net charge: -1